No. 1
# C7H23BrN7O4V

A molecular structure, C7H23BrN7O4V at a distorted geometry (ωB97M-V with the def2-TZVPD basis set, the Open Molecules 2025 dataset).

frontier orbital gap (alpha / beta)	3.73 / 3.91	eV
spin multiplicity	5
E_tot	-121963.244	eV
net charge	+2

Atoms and positions in Å:
V: -0.0965 1.7893 4.3634
Br: 0.2617 2.2369 1.7959
C: 0.3932 0.3785 -2.6449
O: 1.3779 -0.3068 -2.4745
N: -0.0217 1.3267 -1.8226
N: -0.3641 0.2064 -3.6617
H: -0.8680 1.8707 -1.9114
H: 0.6294 1.4463 -1.0598
H: -0.0735 -0.4336 -4.3870
H: -1.0570 0.9272 -3.8046
C: -2.9565 -0.6726 1.1567
O: -2.9776 -0.5667 2.3875
N: -3.8286 -1.3710 0.5214
N: -2.0290 -0.2166 0.3633
H: -3.7007 -1.5218 -0.4690
H: -4.5043 -1.8620 1.0892
H: -1.3677 0.4686 0.6999
H: -2.0784 -0.3765 -0.6327
C: -3.7862 4.2358 0.2261
O: -3.4133 5.1537 0.9463
N: -3.1727 3.0667 -0.0292
N: -4.8900 4.2357 -0.4122
H: -2.2444 2.9291 0.3443
H: -3.5294 2.4293 -0.7268
H: -5.0987 3.5264 -1.1003
H: -5.5615 4.9540 -0.1815
C: 1.7742 -1.5003 1.6687
C: 3.0826 -0.8967 1.0529
C: 3.8878 -1.9474 0.2194
O: 3.9418 -3.1146 0.9829
C: 4.5119 -4.1766 0.2933
N: 2.6460 0.1472 0.1316
H: 2.1661 -1.9516 2.5803
H: 1.2640 -2.2528 1.0674
H: 1.0631 -0.8370 2.1611
H: 3.7288 -0.5657 1.8660
H: 4.8952 -1.6149 -0.0308
H: 3.5296 -2.1920 -0.7806
H: 4.0275 -4.4820 -0.6341
H: 4.8206 -5.0473 0.8717
H: 5.4758 -3.8473 -0.0949
H: 2.0228 0.7309 0.6712
H: 2.1199 -0.3055 -0.6021

***

No. 2
# C7H24AsBe2F6O9Ti2

A molecular structure, C7H24AsBe2F6O9Ti2 at a distorted geometry (ωB97M-V with the def2-TZVPD basis set, the Open Molecules 2025 dataset).

frontier orbital gap (alpha / beta)	4.53 / 3.81	eV
spin multiplicity	7
E_tot	-150219.091	eV
net charge	+3
energy above the lowest of the compared OMol25 structures with the same formula, charge and spin	1.6266	eV

Atoms and positions in Å:
Ti: -3.0099 0.7077 2.3986
Ti: -1.9858 0.5297 -1.4822
Be: 0.5829 -1.5026 3.4146
Be: 0.2418 2.5015 2.0642
C: -0.3604 -0.2040 1.0947
O: -1.1549 0.8041 0.8664
O: -0.7983 -1.3838 1.3885
O: 0.8518 0.0333 1.3968
As: -2.9739 3.9183 0.0747
F: -2.6477 2.7075 -1.2116
F: -3.7351 2.6363 1.1033
F: -3.2461 5.1081 1.2991
F: -2.1068 5.1237 -0.8211
F: -4.4861 4.2252 -0.6391
F: -1.3946 3.4634 0.8260
C: 5.2752 0.9880 1.4060
O: 4.2637 0.0639 1.7746
H: 5.7665 0.6673 0.4848
H: 4.8191 1.9644 1.2049
H: 6.0166 1.1219 2.1889
H: 3.6757 -0.0297 1.0149
C: -0.3619 -1.8177 -3.3120
O: -0.8925 -1.4093 -2.0091
H: 0.4963 -2.4499 -3.1039
H: -1.1220 -2.2991 -3.9248
H: -0.0328 -0.9829 -3.9309
H: -1.0143 -2.1852 -1.4037
C: -3.8635 -2.3949 2.4398
O: -3.5183 -1.5953 1.2879
H: -3.3463 -2.0124 3.3309
H: -4.9379 -2.4110 2.6038
H: -3.5439 -3.4184 2.2431
H: -2.5382 -1.5079 1.2596
C: 1.5757 2.9926 -0.8624
O: 1.4833 3.7191 0.3705
H: 0.9650 2.0947 -0.7790
H: 1.3264 3.6414 -1.7019
H: 2.6020 2.6597 -1.0221
H: 1.8790 4.5910 0.2472
C: -0.2484 -4.6491 -0.6925
O: -1.2438 -3.6341 -0.4655
H: 0.6935 -4.2010 -1.0069
H: -0.1572 -5.3140 0.1665
H: -0.6235 -5.3140 -1.4688
H: -0.9394 -3.0394 0.2328
C: 2.3551 -0.5359 -1.7420
O: 2.7533 0.1068 -0.5478
H: 3.0989 -0.5277 -2.5322
H: 2.0994 -1.5637 -1.4642
H: 1.4106 -0.1588 -2.1675
H: 2.0516 0.1723 0.1080

***

No. 3
# C7H27NO6

7 unconnected molecules or ions with the total composition C7H27NO6 at a distorted geometry (ωB97M-V with the def2-TZVPD basis set, the Open Molecules 2025 dataset).

frontier orbital gap (alpha / beta)	10.55 / 5.98	eV
spin multiplicity	2
E_tot	-21462.626	eV
net charge	+1
energy above the lowest of the compared OMol25 structures with the same formula, charge and spin	0.2892	eV

Atoms and positions in Å:
C: -0.1038 -1.9319 0.2796
N: 0.3628 -1.8610 -1.1143
C: -0.5317 -1.2217 -2.0587
C: 0.2300 -0.8389 -3.3425
C: 1.0770 0.4154 -3.1710
C: 0.9001 1.3037 -2.2073
C: -1.6287 -1.9300 0.4521
C: -1.9491 -2.4468 1.8874
H: 0.3734 -2.7735 0.7813
H: 0.3057 -1.0905 0.8629
H: 0.7684 -2.7072 -1.5166
H: -0.8807 -0.2757 -1.6352
H: -1.3677 -1.8500 -2.4000
H: 0.9211 -1.6720 -3.5516
H: -0.3827 -0.8913 -4.2414
H: 1.8519 0.4842 -3.9330
H: -0.0689 1.4907 -1.7469
H: 1.6784 2.0119 -1.9535
H: -2.0606 -0.9427 0.3488
H: -2.1333 -2.6448 -0.2016
H: -3.0333 -2.5674 1.9284
H: -1.4246 -3.3586 2.1355
H: -1.6785 -1.7166 2.6566
H: 2.2063 3.1539 0.3127
H: 0.9744 2.3850 -0.0767
O: 1.2668 3.1440 0.4342
H: 2.7123 -1.6403 -0.2805
H: 2.2928 -0.2086 -0.8022
O: 2.8038 -0.6968 -0.1513
H: -4.2816 1.7624 0.5492
H: -3.1263 0.7730 0.5686
O: -3.4597 1.5432 1.0236
H: 0.4584 -0.0753 3.2935
H: 1.2576 -1.3258 3.6656
O: 0.4195 -1.0436 3.2910
H: -2.1712 2.3989 0.0965
H: -1.0873 3.1230 0.7217
O: -1.3357 2.8452 -0.1783
H: 2.1125 0.7137 1.7653
H: 1.2477 2.0106 1.8037
O: 1.6170 1.2853 2.3507

***

No. 4
# C7H27NO9

10 unconnected molecules or ions with the total composition C7H27NO9 at a distorted geometry (ωB97M-V with the def2-TZVPD basis set, the Open Molecules 2025 dataset).

frontier orbital gap	7.43	eV
spin multiplicity	1
SMILES string	C=Cc1c[nH]cc1C.O.O.O.O.O.O.O.O.O
E_tot	-27612.945	eV
net charge	0
energy above the lowest of the compared OMol25 structures with the same formula, charge and spin	2.0132	eV

Atoms and positions in Å:
C: 1.7764 3.1489 3.5140
C: 1.1834 2.9185 2.3452
C: 0.2102 1.8122 2.3856
C: 0.3675 0.5921 1.7877
N: -0.2779 -0.3915 2.4472
C: -1.0693 0.1918 3.4639
C: -0.8457 1.5691 3.3830
C: -1.5698 2.6801 4.0938
H: 1.5997 2.5004 4.3639
H: 2.5793 3.8690 3.5970
H: 1.2576 3.6012 1.5175
H: 0.8148 0.4212 0.8192
H: -0.1733 -1.3449 2.1393
H: -1.4226 -0.4226 4.2617
H: -1.9194 2.4571 5.1244
H: -0.8120 3.4267 4.3341
H: -2.3447 3.1452 3.4626
O: 4.0429 -0.1243 -2.9551
H: 3.3611 0.4712 -2.5898
H: 3.6193 -0.9802 -2.7369
O: -2.3096 0.0109 0.3825
H: -3.2618 0.1546 0.5255
H: -1.9410 0.8676 0.6437
O: -0.0026 -0.2254 -5.2173
H: -0.5342 -0.9184 -4.8019
H: 0.7836 -0.7337 -5.5109
O: 1.4442 -2.0757 0.5581
H: 0.7181 -2.2667 -0.0445
H: 2.0573 -2.8014 0.6834
O: 1.6874 0.4986 -1.6414
H: 1.5124 -0.3994 -1.2928
H: 1.0274 0.6278 -2.3528
O: -0.6096 1.6587 -3.3022
H: -0.2824 2.1044 -4.0886
H: -1.5689 1.6815 -3.3527
O: -0.0750 -2.5826 -2.6091
H: -0.1505 -2.2927 -1.6904
H: -0.2657 -1.7422 -3.0648
O: -1.1546 -2.7831 0.1579
H: -1.8693 -2.8326 0.8116
H: -1.5271 -3.3791 -0.5136
O: -2.4703 -3.5977 -2.5108
H: -2.9881 -3.1413 -3.1821
H: -1.5515 -3.3071 -2.7482

***

No. 5
# C7H28BF4N14O7

8 unconnected molecules or ions with the total composition C7H28BF4N14O7 at a distorted geometry (ωB97M-V with the def2-TZVPD basis set, the Open Molecules 2025 dataset).

frontier orbital gap	9.62	eV
spin multiplicity	1
E_tot	-54470.865	eV
net charge	-1
energy above the lowest of the compared OMol25 structures with the same formula, charge and spin	0.2287	eV

Atoms and positions in Å:
B: 0.4162 0.0022 0.1267
F: 0.8112 -0.0243 1.4644
F: -0.7217 0.8621 0.0977
F: 1.4100 0.5131 -0.7112
F: 0.1100 -1.3116 -0.2593
C: -2.0386 -1.2719 3.3052
O: -1.1335 -2.0980 3.4312
N: -3.1550 -1.3484 4.0711
N: -2.1058 -0.4425 2.2301
H: -3.7694 -0.5493 4.0598
H: -3.1949 -1.9115 4.8985
H: -2.9320 0.0568 1.9616
H: -1.3062 -0.3469 1.6226
C: -3.1790 2.9854 -0.9445
O: -4.1470 3.7170 -1.1371
N: -3.1439 1.9705 -0.0338
N: -1.9516 3.3026 -1.4425
H: -4.0290 1.6610 0.3247
H: -2.3032 1.3977 0.0375
H: -1.1400 2.7212 -1.3412
H: -1.8879 4.0954 -2.0540
C: 1.1023 -1.2369 -4.4991
O: 0.9175 -1.2991 -5.7100
N: 0.9483 -0.1170 -3.7314
N: 1.2222 -2.3852 -3.7459
H: 0.7173 0.7000 -4.2718
H: 1.2464 -0.0104 -2.7780
H: 0.7810 -2.3804 -2.8427
H: 1.0322 -3.1807 -4.3353
C: 4.3468 1.6824 0.6935
O: 5.5583 1.8484 0.6056
N: 3.4701 2.3216 -0.1432
N: 3.7455 0.9151 1.6532
H: 3.8797 3.0704 -0.6722
H: 2.5110 2.4202 0.1379
H: 2.7992 0.6638 1.4333
H: 4.3461 0.3586 2.2313
C: -2.8930 -1.5426 -2.2554
O: -3.6014 -2.3173 -2.8954
N: -2.4440 -1.8202 -0.9966
N: -2.6000 -0.3008 -2.7297
H: -2.8803 -2.6480 -0.6319
H: -1.7265 -1.2902 -0.5165
H: -2.9967 -0.0631 -3.6180
H: -1.9629 0.2519 -2.1896
C: 0.5090 3.1732 3.5787
O: 0.1201 4.2674 3.9456
N: 1.4150 2.4512 4.3301
N: 0.2216 2.5948 2.3739
H: 1.6577 1.4847 4.1877
H: 1.3690 2.6578 5.3156
H: -0.6028 2.9719 1.9336
H: 0.4970 1.6492 2.1491
C: 2.3459 -3.9918 -0.9277
O: 3.0315 -4.7979 -1.5408
N: 0.9992 -3.8882 -1.0844
N: 2.8962 -3.0007 -0.1402
H: 0.4787 -3.2268 -0.5334
H: 0.5841 -4.7424 -1.4165
H: 2.4540 -2.1196 0.0367
H: 3.8962 -3.1036 -0.1073

***

Which formula does entry 4 have? C7H27NO9